The following is a DFT calculation (ωB97M-V with the def2-TZVPD basis set) of a structure of composition C16H26BBr10N3OS.

orbital gap: 0.309 Eh
ΔE to the lowest compared entry with this formula, charge and spin: 0.0 kJ/mol
E_HOMO: -8.81 eV

Positions of all 58 atoms, in Å:
N 0.82603 1.48038 2.31287
B -0.12999 1.11824 1.31319
O 0.32871 0.50417 0.14665
C -1.68973 1.35333 1.45862
C -2.56753 0.33006 1.64452
C -3.97968 0.56889 1.77407
C -4.50658 1.81789 1.68516
C -3.62101 2.90242 1.45536
N -3.91377 4.19910 1.30471
S -2.54676 4.99537 1.10344
N -1.47306 3.78080 1.17816
C -2.20868 2.68446 1.35969
H 0.90357 2.48442 2.46658
H 1.73973 1.19750 1.96560
H -0.14207 0.89607 -0.59642
H -2.22557 -0.69704 1.69892
H -4.63965 -0.25479 1.97001
H -5.56631 2.01174 1.78368
Br -4.52988 -1.61905 -0.04886
C -5.94424 -2.53195 -1.03361
C -6.56570 -3.63609 -0.22204
Br -5.42169 -5.20437 -0.14373
H -5.50711 -2.88922 -1.96035
H -6.67968 -1.76119 -1.25309
H -7.48869 -3.97762 -0.68678
H -6.76560 -3.34319 0.80374
Br -9.46384 -8.09741 -1.93271
C -8.18094 -8.68017 -0.59217
C -8.72047 -8.51825 0.80395
Br -8.68482 -6.65897 1.36624
H -7.27306 -8.10832 -0.75710
H -7.99528 -9.72997 -0.80808
H -8.09228 -9.04801 1.51664
H -9.74592 -8.85850 0.90290
Br 5.58406 3.58577 3.20854
C 4.52265 3.96546 1.62417
C 3.59492 5.13044 1.83986
Br 2.06227 4.62812 2.92667
H 3.99721 3.05121 1.37518
H 5.24277 4.19239 0.84091
H 3.18061 5.46245 0.89042
H 4.07145 5.96764 2.33891
Br 5.36554 0.59197 0.81870
C 7.21497 0.20308 1.26853
C 8.16145 1.14742 0.58008
Br 8.37550 0.70949 -1.30332
H 7.38825 -0.83606 1.00909
H 7.28177 0.32480 2.34771
H 9.15769 1.06717 1.00898
H 7.83228 2.18043 0.62531
Br 6.47611 2.86576 -7.41316
C 7.76251 2.27180 -6.08046
C 7.23327 2.43315 -4.68107
Br 7.28855 4.29137 -4.10746
H 8.67392 2.83525 -6.25054
H 7.93744 1.22080 -6.29961
H 7.86053 1.89809 -3.97194
H 6.20579 2.10125 -4.57525

natural (NBO) population analysis, charges in e, atoms 1 to 4: -1.0953 1.0556 -0.9005 -0.3386


The following is a DFT calculation (ωB97M-V with the def2-TZVPD basis set) of a structure of composition C26H22BrN6OSSr.

orbital gap: 0.224 Eh
charge: +1
E_HOMO: -10.13 eV

Positions of all 58 atoms, in Å:
Sr 2.53798 0.45899 -0.00043
Br -2.23657 -0.03674 5.96351
C -1.13811 -0.47100 4.49950
C -1.54682 -1.45520 3.60605
C -0.74885 -1.76654 2.51889
C 0.45298 -1.08978 2.33096
C 0.85561 -0.10489 3.22455
C 0.06481 0.20157 4.31921
N 1.29461 -1.32396 1.22095
C 1.42996 -2.50125 0.74989
C 2.30645 -2.79427 -0.40308
C 2.34879 -4.09017 -0.89724
C 3.22403 -4.38398 -1.93544
C 4.02948 -3.37429 -2.42790
C 3.91087 -2.10037 -1.88109
N 3.06715 -1.79999 -0.90139
H -2.48294 -1.96836 3.75808
H -1.09201 -2.50224 1.80527
H 1.81921 0.38131 3.10198
H 0.38170 0.94749 5.02769
H 0.93904 -3.36909 1.20542
H 1.71766 -4.85352 -0.46945
H 3.28002 -5.38464 -2.33909
H 4.74426 -3.55642 -3.21609
H 4.53254 -1.29043 -2.24809
C -1.81772 5.40985 0.18283
C -2.09846 3.93962 0.15330
C -1.75083 3.11528 1.21720
C -2.02343 1.75639 1.19070
C -2.66504 1.19461 0.09235
N -2.89786 -0.19567 0.11570
C -2.93371 -1.13261 -0.87617
O -3.35169 -2.24415 -0.66831
N -2.49372 -0.76792 -2.16604
C -1.29887 -0.13205 -2.48873
C -1.05777 0.31473 -3.78294
C 0.12364 0.97359 -4.06195
C 1.03975 1.17281 -3.04509
N 0.83618 0.72116 -1.80506
C -0.29588 0.07568 -1.54233
C -3.05405 2.00947 -0.96314
C -2.75833 3.36007 -0.92837
H -1.12537 5.66357 0.98318
H -2.73455 5.97536 0.34626
H -1.39059 5.74900 -0.76034
H -1.26782 3.53825 2.08591
H -1.74614 1.13082 2.03113
H -3.09483 -0.60480 1.02780
H -2.90626 -1.36135 -2.88221
H -1.79573 0.16169 -4.55350
H 0.32584 1.34137 -5.05379
H 1.96353 1.70376 -3.22916
H -0.43057 -0.28931 -0.53707
H -3.60028 1.59736 -1.79947
H -3.06851 3.98213 -1.75521
S 6.26824 -0.39822 3.21390
C 5.12589 0.06347 2.19959
N 4.28309 0.40378 1.44641

natural (NBO) population analysis, charges in e, atoms 1 to 4: 1.8464 0.1173 -0.0905 -0.2207


The following is a DFT calculation (ωB97M-V with the def2-TZVPD basis set) of a cluster of 4 separate species, C21H52N4O in total.

orbital gap: 0.311 Eh
ΔE to the lowest compared entry with this formula, charge and spin: 266.7 kJ/mol
SMILES: CCN(CC)CC.CCN(CC)CC.CCN(CC)CC.CNC(C)=O
E_HOMO: -8.08 eV

Positions of all 78 atoms, in Å:
C -1.77364 1.53527 8.35857
C -0.61096 0.83507 7.74701
N 0.26464 1.76842 7.02089
C 1.27280 1.06373 6.19263
C 2.24471 0.43396 7.22003
C -0.54355 2.69251 6.11907
C 0.24694 3.70843 5.33506
H -1.35242 2.35017 8.94731
H -2.39522 1.04422 9.10732
H -2.53893 1.85660 7.65205
H -0.02188 0.34093 8.51960
H -0.96551 0.09034 7.03443
H 0.96001 0.31692 5.46288
H 2.02956 1.65967 5.68246
H 2.36026 1.11149 8.06601
H 1.78996 -0.44812 7.67086
H 3.25237 0.31906 6.82062
H -1.16087 3.33289 6.74909
H -1.12662 2.10952 5.40615
H -0.14355 4.72490 5.28586
H 0.35217 3.31451 4.32419
H 1.17659 3.93585 5.85672
C 1.87958 0.09280 -7.68444
C 1.96520 1.49394 -8.28452
N 0.59745 2.05381 -8.36451
C 0.13835 2.66273 -7.10605
C -1.35613 2.75958 -7.01886
C 0.39589 2.83281 -9.60851
C 1.32403 4.12405 -9.54860
H 1.27972 -0.44581 -8.41804
H 1.35521 0.08280 -6.72891
H 2.86822 -0.36516 -7.71554
H 2.62551 2.14825 -7.71533
H 2.35056 1.25223 -9.27506
H 0.46611 2.00367 -6.30212
H 0.61644 3.62957 -6.94870
H -1.70177 3.11922 -6.04969
H -1.68555 3.25873 -7.93015
H -1.75185 1.74621 -7.08650
H -0.64399 3.15948 -9.60181
H 0.56122 2.18632 -10.47038
H 2.40047 3.99578 -9.43485
H 1.14699 4.95614 -8.86714
H 1.26755 4.59961 -10.52775
C -1.14622 -5.48558 0.40654
C -2.63686 -5.23015 0.75021
N -2.61883 -4.10888 1.76430
C -1.63906 -4.34386 2.84192
C -1.85344 -5.71430 3.59580
C -3.92252 -3.66543 2.20150
C -3.80981 -2.30281 2.94132
H -1.28554 -6.08446 -0.49348
H -0.54031 -5.99438 1.15626
H -0.53882 -4.63029 0.11049
H -3.23726 -4.93543 -0.11047
H -3.13487 -6.16939 0.99087
H -0.65104 -4.19966 2.40473
H -1.67338 -3.43521 3.44299
H -1.25343 -5.62285 4.50119
H -2.88360 -5.75000 3.95017
H -1.54746 -6.61131 3.05742
H -4.31361 -4.48616 2.80279
H -4.57394 -3.51933 1.33986
H -4.78890 -1.82974 3.01673
H -3.09074 -1.66182 2.43123
H -3.28879 -2.38181 3.89547
C 4.52168 1.51365 -2.04808
C 3.44250 0.89774 -1.14867
O 3.53900 1.23727 0.03047
N 2.38929 0.26464 -1.69856
C 1.29811 -0.07717 -0.86881
H 4.48472 2.60302 -2.05093
H 4.54398 1.12941 -3.06787
H 5.48610 1.21805 -1.63503
H 2.23924 0.37838 -2.69086
H 0.39999 -0.47141 -1.34427
H 0.98218 0.77368 -0.26521
H 1.68536 -0.74783 -0.10176

Mulliken population analysis, charges in e, atoms 1 to 4: -1.5045 -0.1817 -0.1288 -0.3185


Question: The highest E_HOMO belongs to which entry?
Answer: C21H52N4O


What did the first record say?
The following is a DFT calculation (ωB97M-V with the def2-TZVPD basis set) of a structure of composition C16H26BBr10N3OS.

orbital gap: 0.309 Eh
ΔE to the lowest compared entry with this formula, charge and spin: 0.0 kJ/mol
E_HOMO: -8.81 eV

Positions of all 58 atoms, in Å:
N 0.82603 1.48038 2.31287
B -0.12999 1.11824 1.31319
O 0.32871 0.50417 0.14665
C -1.68973 1.35333 1.45862
C -2.56753 0.33006 1.64452
C -3.97968 0.56889 1.77407
C -4.50658 1.81789 1.68516
C -3.62101 2.90242 1.45536
N -3.91377 4.19910 1.30471
S -2.54676 4.99537 1.10344
N -1.47306 3.78080 1.17816
C -2.20868 2.68446 1.35969
H 0.90357 2.48442 2.46658
H 1.73973 1.19750 1.96560
H -0.14207 0.89607 -0.59642
H -2.22557 -0.69704 1.69892
H -4.63965 -0.25479 1.97001
H -5.56631 2.01174 1.78368
Br -4.52988 -1.61905 -0.04886
C -5.94424 -2.53195 -1.03361
C -6.56570 -3.63609 -0.22204
Br -5.42169 -5.20437 -0.14373
H -5.50711 -2.88922 -1.96035
H -6.67968 -1.76119 -1.25309
H -7.48869 -3.97762 -0.68678
H -6.76560 -3.34319 0.80374
Br -9.46384 -8.09741 -1.93271
C -8.18094 -8.68017 -0.59217
C -8.72047 -8.51825 0.80395
Br -8.68482 -6.65897 1.36624
H -7.27306 -8.10832 -0.75710
H -7.99528 -9.72997 -0.80808
H -8.09228 -9.04801 1.51664
H -9.74592 -8.85850 0.90290
Br 5.58406 3.58577 3.20854
C 4.52265 3.96546 1.62417
C 3.59492 5.13044 1.83986
Br 2.06227 4.62812 2.92667
H 3.99721 3.05121 1.37518
H 5.24277 4.19239 0.84091
H 3.18061 5.46245 0.89042
H 4.07145 5.96764 2.33891
Br 5.36554 0.59197 0.81870
C 7.21497 0.20308 1.26853
C 8.16145 1.14742 0.58008
Br 8.37550 0.70949 -1.30332
H 7.38825 -0.83606 1.00909
H 7.28177 0.32480 2.34771
H 9.15769 1.06717 1.00898
H 7.83228 2.18043 0.62531
Br 6.47611 2.86576 -7.41316
C 7.76251 2.27180 -6.08046
C 7.23327 2.43315 -4.68107
Br 7.28855 4.29137 -4.10746
H 8.67392 2.83525 -6.25054
H 7.93744 1.22080 -6.29961
H 7.86053 1.89809 -3.97194
H 6.20579 2.10125 -4.57525

natural (NBO) population analysis, charges in e, atoms 1 to 4: -1.0953 1.0556 -0.9005 -0.3386


Repeat the second record exactly.
The following is a DFT calculation (ωB97M-V with the def2-TZVPD basis set) of a structure of composition C26H22BrN6OSSr.

orbital gap: 0.224 Eh
charge: +1
E_HOMO: -10.13 eV

Positions of all 58 atoms, in Å:
Sr 2.53798 0.45899 -0.00043
Br -2.23657 -0.03674 5.96351
C -1.13811 -0.47100 4.49950
C -1.54682 -1.45520 3.60605
C -0.74885 -1.76654 2.51889
C 0.45298 -1.08978 2.33096
C 0.85561 -0.10489 3.22455
C 0.06481 0.20157 4.31921
N 1.29461 -1.32396 1.22095
C 1.42996 -2.50125 0.74989
C 2.30645 -2.79427 -0.40308
C 2.34879 -4.09017 -0.89724
C 3.22403 -4.38398 -1.93544
C 4.02948 -3.37429 -2.42790
C 3.91087 -2.10037 -1.88109
N 3.06715 -1.79999 -0.90139
H -2.48294 -1.96836 3.75808
H -1.09201 -2.50224 1.80527
H 1.81921 0.38131 3.10198
H 0.38170 0.94749 5.02769
H 0.93904 -3.36909 1.20542
H 1.71766 -4.85352 -0.46945
H 3.28002 -5.38464 -2.33909
H 4.74426 -3.55642 -3.21609
H 4.53254 -1.29043 -2.24809
C -1.81772 5.40985 0.18283
C -2.09846 3.93962 0.15330
C -1.75083 3.11528 1.21720
C -2.02343 1.75639 1.19070
C -2.66504 1.19461 0.09235
N -2.89786 -0.19567 0.11570
C -2.93371 -1.13261 -0.87617
O -3.35169 -2.24415 -0.66831
N -2.49372 -0.76792 -2.16604
C -1.29887 -0.13205 -2.48873
C -1.05777 0.31473 -3.78294
C 0.12364 0.97359 -4.06195
C 1.03975 1.17281 -3.04509
N 0.83618 0.72116 -1.80506
C -0.29588 0.07568 -1.54233
C -3.05405 2.00947 -0.96314
C -2.75833 3.36007 -0.92837
H -1.12537 5.66357 0.98318
H -2.73455 5.97536 0.34626
H -1.39059 5.74900 -0.76034
H -1.26782 3.53825 2.08591
H -1.74614 1.13082 2.03113
H -3.09483 -0.60480 1.02780
H -2.90626 -1.36135 -2.88221
H -1.79573 0.16169 -4.55350
H 0.32584 1.34137 -5.05379
H 1.96353 1.70376 -3.22916
H -0.43057 -0.28931 -0.53707
H -3.60028 1.59736 -1.79947
H -3.06851 3.98213 -1.75521
S 6.26824 -0.39822 3.21390
C 5.12589 0.06347 2.19959
N 4.28309 0.40378 1.44641

natural (NBO) population analysis, charges in e, atoms 1 to 4: 1.8464 0.1173 -0.0905 -0.2207